No. 1
Computed, not measured: a 6-piece molecular cluster, C36H53BF15IN2O16P overall in a non-equilibrium geometry, with the ωB97M-V functional and the def2-TZVPD basis.

```
125
Properties=species:S:1:pos:R:3:mulliken_charge:R:1
C 3.75959 -0.11672 1.38779 -0.72
C 3.74457 1.35694 1.00835 -0.49
O 2.59793 1.63900 0.23444 -0.25
C 1.66799 2.50888 0.87151 -0.36
C 0.44534 2.64799 -0.01499 -0.85
B -0.49800 1.34038 -0.08510 1.11
O -0.04488 0.20327 0.85904 -0.38
C -1.10194 -0.58485 1.03199 -0.97
O -1.11549 -1.00186 2.50922 0.06
C -0.16638 -0.58122 3.25034 0.37
N 0.66595 -0.18498 3.93768 -0.86
N -0.95385 -1.81890 0.25989 0.91
C -1.83790 -2.92488 0.59519 0.66
C -1.69823 -3.69998 1.89284 -1.10
O -2.69899 -3.23774 -0.17838 -0.55
C 0.44295 -2.19057 0.04989 0.55
C 1.18061 -3.00485 1.07756 -1.20
O 0.95623 -1.87347 -0.98018 -0.42
C -2.41748 0.32574 0.69616 1.89
C -3.14649 -0.24880 -0.52972 -1.24
C -4.11774 0.61441 -1.34294 -0.78
C -5.35311 1.16648 -0.63750 -1.29
I -3.15535 2.18895 -2.47002 -0.02
P -3.57821 0.56906 2.15570 -0.33
C -3.99143 -1.11604 2.78130 -0.50
C -2.53286 1.35083 3.44064 -0.72
O -1.84991 1.57623 0.51101 -1.19
H 2.98294 -0.31298 2.13308 0.03
H 4.72309 -0.42025 1.80797 0.48
H 3.52184 -0.70380 0.49805 0.09
H 3.75734 1.98585 1.90808 0.36
H 4.63763 1.61294 0.42261 0.33
H 2.15802 3.48018 1.05072 0.41
H 1.38306 2.09886 1.85182 0.31
H 0.77906 2.96408 -1.01157 0.20
H -0.14710 3.48659 0.37842 0.30
H -0.59371 0.86068 -1.20570 -0.55
H -1.62362 -4.76042 1.64129 0.43
H -2.63035 -3.55907 2.44640 0.22
H -0.87355 -3.38544 2.52158 0.20
H 1.12170 -2.56511 2.07504 0.16
H 0.77809 -4.02074 1.13078 0.33
H 2.22400 -3.06230 0.77240 0.48
H -3.74175 -1.10834 -0.19661 0.48
H -2.40516 -0.64911 -1.22268 0.37
H -4.45935 -0.03529 -2.14996 0.65
H -5.18169 2.13968 -0.18052 0.32
H -5.63908 0.48699 0.17102 0.33
H -6.19203 1.22191 -1.33685 0.39
H -4.00095 -1.80030 1.92517 0.21
H -3.27419 -1.50034 3.51195 -0.15
H -4.99230 -1.09774 3.21209 0.56
H -3.03549 2.25932 3.77278 0.48
H -1.56214 1.63534 3.02568 0.23
H -2.36930 0.69410 4.30159 -0.01
C 1.28219 0.32105 -3.25597 -0.71
C 0.20714 0.47969 -4.29526 -0.17
O 0.13338 1.85388 -4.78097 -0.24
C 0.96509 2.19755 -5.72718 0.33
O 1.78737 1.52813 -6.29131 -0.58
C 0.71621 3.67495 -6.11490 0.93
F 0.56982 4.45933 -5.04859 -0.24
F -0.41190 3.76236 -6.84731 -0.27
F 1.71841 4.14840 -6.85196 -0.26
H 1.11454 1.01538 -2.43541 0.05
H 1.25570 -0.68241 -2.84827 0.28
H 2.27551 0.50607 -3.67189 0.43
H -0.77606 0.29865 -3.86568 0.09
H 0.34606 -0.18288 -5.14986 0.33
C -2.61799 5.68494 -8.13235 -0.98
C -3.20205 6.21843 -6.84584 -0.18
O -3.61354 7.60203 -6.99391 -0.33
C -4.79419 7.80419 -7.54676 0.34
O -5.57339 6.98731 -7.94220 -0.51
C -5.09226 9.32246 -7.59224 0.91
F -4.03212 10.02204 -8.00780 -0.25
F -5.42474 9.75682 -6.36919 -0.25
F -6.10639 9.57336 -8.41462 -0.24
H -1.79049 6.31197 -8.46553 0.29
H -2.24904 4.67463 -7.97412 0.24
H -3.36849 5.65942 -8.92242 0.37
H -2.46159 6.23643 -6.05000 0.29
H -4.05262 5.62734 -6.51009 0.34
C -0.73915 -0.15082 8.70239 -1.20
C -0.06990 -0.82009 7.52453 0.11
O -0.52978 -2.18533 7.35272 -0.25
C -1.66604 -2.33072 6.69503 0.43
O -2.38493 -1.48182 6.25685 -0.54
C -1.95030 -3.83778 6.49852 0.88
F -1.72632 -4.52930 7.62351 -0.27
F -1.14331 -4.33016 5.54664 -0.25
F -3.20779 -4.04102 6.12611 -0.26
H -0.58051 -0.72803 9.61441 0.28
H -0.31905 0.84505 8.84081 0.42
H -1.81204 -0.05323 8.53905 0.31
H 1.00250 -0.91117 7.67747 0.35
H -0.23416 -0.28058 6.59241 0.00
C 1.10807 -6.78538 8.72025 -1.07
C 2.32017 -6.00850 8.26130 -0.25
O 2.64309 -4.95040 9.19537 -0.29
C 3.34427 -5.30373 10.25682 0.32
O 3.75002 -6.39307 10.53959 -0.52
C 3.63347 -4.05653 11.12657 0.92
F 2.54763 -3.29212 11.26757 -0.24
F 4.59290 -3.31924 10.55198 -0.25
F 4.05101 -4.42024 12.33459 -0.25
H 0.26584 -6.11002 8.87134 0.25
H 0.83323 -7.52147 7.96514 0.37
H 1.30582 -7.30593 9.65677 0.37
H 2.12998 -5.49462 7.32209 0.33
H 3.19100 -6.65058 8.13518 0.31
C 3.24334 -0.23891 -9.04270 -1.11
C 4.30072 0.00785 -7.99311 -0.02
O 5.22288 -1.11069 -7.90752 -0.33
C 6.19638 -1.13422 -8.79498 0.32
O 6.42200 -0.34525 -9.66658 -0.52
C 7.10347 -2.36216 -8.53896 0.92
F 6.38857 -3.46636 -8.30679 -0.25
F 7.88202 -2.13681 -7.47177 -0.25
F 7.88985 -2.58705 -9.58817 -0.25
H 2.71694 -1.17180 -8.83932 0.29
H 2.52423 0.57904 -9.02508 0.32
H 3.68300 -0.30120 -10.03831 0.40
H 3.85542 0.08536 -7.00528 0.19
H 4.86296 0.91894 -8.19116 0.30
```

Values from the calculation:
LUMO energy = 0.06757 hartree
net charge = -1

=====

No. 2
Computed, not measured: C13H17AsMnNO10S as an isolated structure, with the ωB97M-V functional and the def2-TZVPD basis.

```
44
Properties=species:S:1:pos:R:3:mulliken_charge:R:1
Mn 1.83455 -0.75100 -0.07246 0.86
O -0.46574 -1.12979 3.86960 -0.65
As -0.35572 -0.41037 2.24356 1.15
O -1.82346 -0.51890 1.53675 -0.82
O 0.98807 -1.21207 1.65349 -0.78
C 0.08069 1.42053 2.76856 0.00
C -0.41658 1.84810 3.99565 -0.62
C -0.19115 3.14125 4.44585 -0.60
C 0.53852 4.02884 3.67135 -0.50
C 1.03646 3.62000 2.44388 -0.68
C 0.80989 2.32549 1.99875 0.37
S 1.48623 1.87975 0.41045 1.72
O 1.64025 3.11418 -0.30972 -0.76
O 0.49981 0.93293 -0.16426 -0.47
O 2.72041 1.11907 0.65311 -0.75
H 0.34108 -1.65170 3.96301 0.28
H -0.97826 1.15477 4.60737 0.43
H -0.58987 3.45220 5.40381 0.37
H 0.71561 5.04022 4.01559 0.37
H 1.59129 4.29665 1.80865 0.47
C 4.91136 -2.10653 -2.01847 -1.17
C 3.69593 -1.59945 -1.28646 1.27
O 3.36848 -2.11142 -0.17979 -0.69
O 3.01288 -0.64934 -1.75784 -0.65
H 4.92250 -3.19547 -2.00877 0.31
H 5.80275 -1.75723 -1.49526 0.27
H 4.92399 -1.73177 -3.03906 0.30
O -0.22480 -2.29977 -3.22855 -0.55
C -0.43531 -1.98219 -1.95555 -0.03
O 0.44015 -1.99885 -1.12652 -0.54
C -1.86680 -1.60036 -1.62858 0.57
N -2.77983 -2.07195 -2.69369 -0.56
C -3.74033 -0.98978 -3.01149 -0.63
C -3.53605 0.06050 -1.92378 -0.85
C -2.05337 -0.07652 -1.59946 -0.24
H -2.09943 -1.99878 -0.63900 0.40
H -3.26300 -2.90949 -2.40260 0.25
H -1.13272 -2.31566 -3.61526 0.45
H -4.75657 -1.38464 -3.05472 0.36
H -3.50696 -0.57231 -3.99491 0.26
H -4.12474 -0.18353 -1.03629 0.29
H -3.80830 1.06413 -2.25096 0.43
H -1.77109 0.30989 -0.62649 -0.02
H -1.44080 0.40040 -2.36947 0.36
```

Values from the calculation:
LUMO energy (spin up / spin down) = 0.10262 / 0.10262 hartree
spin multiplicity = 2
net charge = -1
energy above the lowest of the compared OMol25 structures with the same formula, charge and spin = 0.000 eV

=====

No. 3
Computed, not measured: one molecule with the formula C6H6N2 in a non-equilibrium geometry, with the ωB97M-V functional and the def2-TZVPD basis.

```
14
Properties=species:S:1:pos:R:3:mulliken_charge:R:1
C 2.78698 -0.01350 -0.01483 0.25
C 1.63339 -0.34775 0.10610 -0.74
C 0.21886 -0.68701 0.06647 0.62
N -0.06592 -2.02709 0.11385 -0.52
C -0.79048 0.32567 0.09417 0.15
C -0.54817 1.80952 0.01905 -1.13
C -2.13899 -0.20154 0.08846 0.02
N -3.20912 -0.61190 -0.03075 -0.46
H 3.83926 0.16745 -0.14796 0.43
H -0.96262 -2.31432 -0.29056 0.27
H 0.68739 -2.65261 -0.13570 0.27
H -1.01814 2.32373 -0.82521 0.30
H -0.96480 2.23675 0.94064 0.29
H 0.53235 1.99260 0.01627 0.28
```

Values from the calculation:
LUMO energy = 0.00817 hartree
structure (SMILES) = C#C/C(N)=C(\C)C#N
energy above the lowest of the compared OMol25 structures with the same formula, charge and spin = 1.831 eV

=====

No. 4
Computed, not measured: a 2-piece molecular cluster, C4H11NO2 overall in a non-equilibrium geometry, with the ωB97M-V functional and the def2-TZVPD basis.

```
18
Properties=species:S:1:pos:R:3:mulliken_charge:R:1
C 0.50952 -0.63218 -2.17151 -1.13
C 0.34407 -0.12804 -0.75805 -0.10
C 1.64580 -0.16199 0.11629 0.46
N 2.12068 -1.37821 0.50707 -0.40
O 2.06649 0.90808 0.49248 -0.60
H 0.19298 -1.69887 -2.21994 0.29
H 1.59689 -0.71486 -2.43474 0.30
H 0.12317 -0.05944 -2.99434 0.35
H 0.10751 0.95703 -0.96883 0.05
H -0.40920 -0.50058 -0.06540 0.32
H 2.93265 -1.23469 1.09247 0.25
H 1.81280 -2.26305 0.15630 0.21
C -2.16899 1.50937 1.40478 -0.42
O -1.76744 0.36984 2.10104 -0.52
H -2.42259 2.23111 2.22867 0.25
H -3.14457 1.53352 0.83084 0.24
H -1.36714 1.76734 0.66496 0.16
H -2.17262 -0.50439 2.01793 0.30
```

Values from the calculation:
LUMO energy = 0.02611 hartree
structure (SMILES) = CCC(N)=O.CO
energy above the lowest of the compared OMol25 structures with the same formula, charge and spin = 1.771 eV

=====

No. 5
Computed, not measured: one molecule with the formula C8H10N4 in a non-equilibrium geometry, with the ωB97M-V functional and the def2-TZVPD basis.

```
22
Properties=species:S:1:pos:R:3:mulliken_charge:R:1
C -2.10857 2.11432 2.30863 -0.86
C -2.08169 0.73518 1.46058 -0.52
N -0.98194 0.76318 0.38469 -0.24
C -0.33324 -0.36218 0.03650 0.25
N -0.77070 -1.64903 0.13383 -0.59
C 0.04503 -2.66162 -0.38778 -0.55
C 1.12042 -2.30347 -1.26685 -0.09
N 1.64027 -1.06928 -1.27868 0.15
C 2.79810 -0.56852 -1.84417 -0.16
C 2.69333 0.79422 -1.69892 -0.58
N 1.49680 1.15712 -0.89491 -0.66
C 0.84155 0.00426 -0.76132 0.46
H -3.33113 2.30245 2.44133 0.26
H -1.59887 3.26139 1.87590 0.25
H -1.27907 1.75212 3.12577 0.26
H -2.95897 0.44843 0.81542 0.34
H -1.99261 -0.05553 2.16004 0.36
H -0.85707 1.78224 0.06660 0.35
H -0.19387 -3.58643 -0.15969 0.59
H 1.07452 -3.08369 -2.30768 0.20
H 3.58725 -1.47312 -2.22280 0.28
H 3.19045 1.69796 -1.98651 0.48
```

Values from the calculation:
LUMO energy = 0.02265 hartree
structure (SMILES) = CCNc1nccn2ccnc12
energy above the lowest of the compared OMol25 structures with the same formula, charge and spin = 5.403 eV

=====

No. 6
Computed, not measured: one molecule with the formula C6H9N in a non-equilibrium geometry, with the ωB97M-V functional and the def2-TZVPD basis.

```
16
Properties=species:S:1:pos:R:3:mulliken_charge:R:1
C -1.37236 0.22808 1.40753 -1.45
C -0.46973 0.05920 0.21665 1.22
C -0.68548 -0.86282 -0.92856 -0.97
C 0.57451 -0.99316 -0.09420 -0.37
C 1.64596 0.13879 -0.31545 -0.44
N 1.30383 1.05372 -1.41127 -0.68
C 0.59319 1.13237 -0.13757 -0.34
H -0.81732 0.59834 2.27882 0.33
H -1.83708 -0.72265 1.69062 0.35
H -2.17580 0.94543 1.19887 0.32
H -1.42723 -1.64097 -0.74656 0.28
H -0.67471 -0.49806 -1.95251 0.20
H 0.79412 -1.90161 0.45420 0.41
H 2.67992 0.10774 -0.02108 0.42
H 1.12786 0.31244 -2.06478 0.31
H 0.74033 2.04314 0.42530 0.43
```

Values from the calculation:
LUMO energy = 0.03972 hartree
structure (SMILES) = C[C@]12C[C@H]1[C@H]1N[C@H]12
energy above the lowest of the compared OMol25 structures with the same formula, charge and spin = 4.041 eV

=====

No. 7
Computed, not measured: an isolated ion of composition C9H12N3 and charge +1 in a non-equilibrium geometry, with the ωB97M-V functional and the def2-TZVPD basis.

```
24
Properties=species:S:1:pos:R:3:mulliken_charge:R:1
C -0.56301 2.74178 -2.36595 -0.96
C -0.57281 1.23044 -2.29513 -0.26
N 0.11004 0.77445 -1.11170 0.79
C -0.06795 1.52747 0.20590 -0.83
C -0.68473 0.63213 1.27707 0.18
N -0.21259 -0.59062 1.20811 0.11
C -0.42232 -1.58627 2.30450 -0.28
C 0.37295 -2.58261 2.54268 -0.66
C 1.25439 -2.95959 1.43643 -0.08
C 1.46845 -2.21413 0.28085 -0.65
C 0.73002 -1.01800 0.16653 0.48
N 0.68589 -0.37775 -1.00750 -0.84
H -1.51064 2.82118 -3.00728 0.32
H -0.79828 3.13335 -1.41902 0.34
H 0.27575 3.33208 -2.87124 0.29
H -0.24096 0.56549 -3.20416 0.38
H -1.62525 0.99378 -2.04887 0.25
H -0.51555 2.44998 0.19652 0.30
H 1.10652 1.57856 0.65450 0.29
H -1.56837 0.61184 1.91979 0.36
H -1.38263 -1.32396 2.78222 0.31
H 0.28197 -3.21166 3.40495 0.40
H 1.79413 -3.90899 1.51184 0.37
H 2.08497 -2.61896 -0.56101 0.36
```

Values from the calculation:
LUMO energy (spin up / spin down) = -0.17905 / -0.17907 hartree
net charge = +1
structure (SMILES) = CCN1CC=[n+]2ccccc2=N1
energy above the lowest of the compared OMol25 structures with the same formula, charge and spin = 4.304 eV

=====

No. 8
Computed, not measured: an isolated ion of composition C6H13FNO3S and charge -1 in a non-equilibrium geometry, with the ωB97M-V functional and the def2-TZVPD basis.

```
25
Properties=species:S:1:pos:R:3:mulliken_charge:R:1
C -2.36363 -2.13077 -0.06885 -1.29
C -0.91602 -1.43642 0.19235 -0.79
C -0.93080 0.08526 0.35630 0.49
C -1.65668 0.78251 -0.72763 -1.38
C 0.58764 0.65776 0.52214 0.94
C 0.73416 2.18237 0.64798 -1.59
F 1.05444 0.13807 1.74413 -0.33
N 1.45513 0.12135 -0.63638 -0.55
S 3.20278 -0.28693 -0.37797 1.13
O 3.93761 0.95156 -0.28080 -0.67
O 3.25429 -1.12743 0.80378 -0.67
O 3.48215 -1.01847 -1.59714 -0.68
H -3.11701 -1.74121 0.73246 0.22
H -2.49492 -2.00689 -1.09834 0.49
H -2.23968 -3.18410 0.14338 0.39
H -0.23579 -1.62998 -0.67364 0.29
H -0.69430 -1.96337 1.14521 0.36
H -1.31336 0.29603 1.35529 0.45
H -2.12089 0.02321 -1.38781 0.27
H -2.60264 1.32908 -0.49175 0.26
H -1.10058 1.61015 -1.31770 0.29
H 1.78182 2.48986 1.03522 0.34
H 0.44647 2.58019 -0.24940 0.44
H 0.09509 2.50074 1.55091 0.33
H 1.75473 0.77744 -1.32176 0.29
```

Values from the calculation:
LUMO energy = 0.11957 hartree
net charge = -1
structure (SMILES) = CC[C@H](C)[C@@](C)(F)NS(=O)(=O)[O-]